Below is C17H21Cl3MoO4 as an isolated structure, with properties calculated with ωB97M-V/def2-TZVPD.

```
46
Properties=species:S:1:pos:R:3:mulliken_charge:R:1
C 0.236 -1.625 -2.638 1.2156
C 1.074 -0.478 -2.870 1.0339
C 0.221 0.686 -2.911 1.0831
C 2.534 -0.496 -3.145 -1.6811
C -1.138 0.242 -2.741 0.8869
C -1.126 -1.174 -2.573 0.7913
C -2.329 -2.037 -2.478 -2.0156
C 0.658 -3.047 -2.643 -1.9348
C 0.631 2.081 -3.214 -1.7513
C -2.359 1.080 -2.843 -1.8444
Mo 0.254 -0.153 -0.756 0.2111
Cl 1.966 1.246 -0.378 -0.1698
Cl 1.882 -1.776 0.052 -0.1945
O -0.868 1.334 -0.265 -0.5221
H 2.968 -1.452 -2.842 0.3310
H 3.041 0.293 -2.583 0.2941
H 2.740 -0.341 -4.210 0.3235
H 1.645 2.283 -2.858 0.3182
H -0.046 2.785 -2.719 0.3530
H 0.598 2.282 -4.291 0.3233
H -2.187 2.075 -2.425 0.3427
H -3.181 0.611 -2.294 0.3983
H -2.676 1.194 -3.887 0.3321
H -3.113 -1.537 -1.904 0.4213
H -2.087 -2.981 -1.985 0.3598
H -2.731 -2.262 -3.475 0.3414
H 1.655 -3.164 -2.215 0.3914
H 0.662 -3.455 -3.662 0.2991
H -0.037 -3.644 -2.044 0.3942
H -0.681 1.390 0.712 0.6018
O -1.011 -1.567 0.185 -0.6385
H -0.784 -1.591 1.151 0.4978
Cl 0.584 2.676 8.184 -0.2203
C 0.444 1.836 6.697 0.3911
C 0.478 0.432 6.672 -0.5872
C 0.318 -0.246 5.455 -0.2414
C 0.152 0.473 4.263 0.0560
C 0.165 1.876 4.299 -0.2907
C 0.296 2.563 5.506 -0.6359
C -0.020 -0.216 2.923 0.6884
O -0.395 -1.407 2.884 -0.8205
O 0.254 0.574 1.957 -0.6348
H 0.623 -0.115 7.601 0.3814
H 0.323 -1.331 5.418 0.4165
H 0.078 2.434 3.370 0.3223
H 0.286 3.650 5.521 0.3823
```

As for the LUMO energy: -2.37 eV. Its spin multiplicity is 1. As for the total charge: 0. Its orbital gap is 6.062 eV.